Entry 1:
Computed, not measured: C4H7NO in the gas phase, with wB97M-V/def2-TZVPD.

The geometry in ORCA input format:
```
! wB97M-V def2-TZVPD RIJCOSX def2/J DEFGRID3
* xyz 0 1
C 1.771 -0.480 0.181
C 0.443 0.225 0.328
C -0.292 0.970 -0.745
N -0.721 -0.339 -0.338
C -1.983 -0.543 0.197
O -2.957 0.109 -0.098
H 1.857 -1.265 0.941
H 2.605 0.215 0.332
H 1.878 -0.949 -0.802
H 0.273 0.634 1.325
H -0.923 1.797 -0.419
H 0.082 1.050 -1.762
H -2.033 -1.423 0.861
*
```

Its energy relative to the best compared isomer or geometry (same formula, charge and spin) is 39.2 kcal per mole. The SMILES is C[C@H]1CN1C=O. The energy comes out at -286.56922 Ha.

Löwdin atomic charge list, values in e, 6 entries: C -0.0542; C -0.2956; C -0.0775; N -0.0343; C -0.3197; O 0.0466

---

Entry 2:
Computed, not measured: C4H7NO in the gas phase, with wB97M-V/def2-TZVPD.

The geometry in ORCA input format:
```
! wB97M-V def2-TZVPD RIJCOSX def2/J DEFGRID3
* xyz 0 1
O 1.995 0.690 -1.491
C 1.169 0.212 -0.764
C 0.724 -1.029 -0.228
C -0.754 -0.920 0.150
C -0.954 0.619 0.295
N 0.435 1.084 0.338
H 1.137 -1.967 -0.583
H -1.428 -1.314 -0.619
H -0.983 -1.449 1.083
H -1.470 1.039 -0.577
H -1.492 0.906 1.201
H 0.983 0.050 0.841
H 0.638 2.079 0.353
*
```

Its energy relative to the best compared isomer or geometry (same formula, charge and spin) is 82.7 kcal per mole. The SMILES is [O-]C1=CCC[NH2+]1. The energy comes out at -286.49981 Ha.

Löwdin atomic charge list, values in e, 6 entries: O 0.0882; C -0.4753; C -0.1180; C -0.1872; C -0.1816; N -0.0244